A molecular structure, CH5FNO2PS in a non-equilibrium geometry, computed with wB97M-V/def2-TZVPD.

```
12
Properties=species:S:1:pos:R:3:forces:R:3
S 0.094 -1.465 0.134 -0.3 1.0 1.5
P -1.056 0.554 -1.411 -2.0 -0.8 -0.7
F -1.438 -0.467 -2.628 0.5 0.7 0.1
O 0.558 -0.690 1.646 -0.6 -1.3 -2.2
O -1.249 -0.612 -0.201 0.1 -0.5 0.9
N 0.878 -0.843 -1.004 1.7 -0.4 -0.4
C 0.623 0.692 1.427 5.0 0.9 1.0
H 1.449 1.087 2.172 -1.7 -0.6 -1.3
H 1.843 -1.165 -1.082 -0.3 -0.1 -0.2
H -2.482 0.789 -1.164 0.7 0.4 -0.1
H -0.272 1.110 1.690 -2.3 1.4 0.3
H 1.053 1.010 0.422 -0.9 -0.6 1.0
```
Positions in Å, forces in eV/Å.

Output
relative energy (zero: lowest compared OMol25 entry of this formula, charge and spin) = 1.5157 eV
gap between HOMO and LUMO = 9.945 eV

Mulliken charges in e: 0.58 0.36 -0.27 -0.35 -0.28 -0.53 -0.62 0.23 0.24 0.02 0.27 0.36